1) Here is C4H6F2O in the gas phase from OMol25. Energies are from wB97M-V/def2-TZVPD.

Atoms and positions in Å:
O 0.60548 1.61423 -0.11240
C 1.36487 -1.07916 0.76375
F -0.64692 -1.64469 -0.18556
C -0.99407 0.68115 -1.66538
H -0.49122 0.20672 -2.45994
H 1.24442 -1.61743 1.63770
C -0.06993 0.67394 -0.42414
C 0.01336 -0.64995 0.36222
H 1.99471 -0.23808 0.79909
F -0.66820 -0.39836 1.57871
H -1.95228 -0.01411 -1.49682
H -1.15661 1.71666 -1.95008
H 1.78500 -1.78033 0.03961

Its LUMO energy is 0.83 eV. As for the spin multiplicity: 1. Its SMILES is CC(=O)C(C)(F)F. The highest occupied orbital energy is -10.287 eV. As for the gap between HOMO and LUMO: 11.1 eV.

=====

2) Here is 2 unconnected molecules or ions with the total composition C4H6F2O from OMol25. Energies are from wB97M-V/def2-TZVPD.

Atoms and positions in Å:
H -1.46720 1.20040 -1.44844
H 1.87386 1.51065 1.05040
C 0.10607 0.44027 0.05883
O -0.22240 1.67875 -0.52116
F -2.35049 0.12130 0.25258
C 1.44829 0.37568 0.72137
H -1.03070 -0.86090 -1.65633
C -0.25419 -0.84167 -0.81867
H 0.36772 -1.66421 -0.81953
C -1.04428 -0.42568 0.41406
H -0.99972 -1.11748 1.24126
F 2.31632 -0.20252 -0.34177
H 1.25673 -0.21459 1.86740

Its LUMO energy is -1.02 eV. As for the spin multiplicity: 1. The highest occupied orbital energy is -9.557 eV. As for the gap between HOMO and LUMO: 8.5 eV.

=====

Stability check: which of them is most stable? 1).

=====

1) Here is C3H8N2O4S in the gas phase from OMol25. Energies are from wB97M-V/def2-TZVPD.

Atoms and positions in Å:
C 1.93919 1.31122 1.67260
O 1.80911 0.52306 -1.67385
O 2.91968 2.07390 -0.74722
H -0.85318 0.96958 -0.71123
H -0.21875 -0.35047 -2.62603
H 2.28031 2.37774 1.58888
C -0.88750 -0.77473 -1.97576
H 2.83616 0.85052 2.19320
N 2.10743 1.17951 -0.69928
H -1.56045 -0.58541 0.00534
S 0.61279 -0.72546 0.31211
H 1.00732 1.20362 2.29533
H -1.94831 -0.59316 -2.37469
O 1.64201 -1.56987 -0.14592
N 1.56859 0.78749 0.46472
H -0.82384 -1.89813 -1.90622
C -0.76880 -0.14490 -0.63152
O 0.13796 -1.01280 1.60059

Its LUMO energy is 0.46 eV. As for the spin multiplicity: 1. Its SMILES is CCS(=O)(=O)N(C)[N+](=O)[O-]. The highest occupied orbital energy is -10.558 eV. As for the gap between HOMO and LUMO: 11.0 eV.

=====

2) Here is C3H8N2O4S in the gas phase from OMol25. Energies are from wB97M-V/def2-TZVPD.

Atoms and positions in Å:
N -1.26609 1.87143 -0.98555
H 1.14219 -0.89872 0.39078
H 0.96658 -1.96597 2.47763
O 1.14820 1.27340 -2.87954
C -0.65935 0.15482 0.55053
C -0.08777 1.17801 -0.58650
H -0.52692 -2.56994 1.53801
H -2.11871 1.45787 -0.48755
H -1.32691 1.75165 -2.02283
O -0.49238 -0.59270 -2.54549
N 0.23585 -0.71533 0.93975
H 0.84606 1.86913 -0.44201
H -0.80695 -1.25952 2.68574
O 1.82560 -0.65569 -1.69773
H 2.12433 1.23053 -2.75423
S 0.61154 0.05969 -1.94652
O -1.83487 0.19637 0.87910
C 0.03141 -1.70514 1.96729

Its LUMO energy is 0.34 eV. As for the spin multiplicity: 1. Its SMILES is CNC(=O)[C@H](N)S(=O)(=O)O. The highest occupied orbital energy is -9.861 eV. As for the gap between HOMO and LUMO: 10.2 eV.

=====

Stability check: which of them is most stable? 2).

=====

1) Here is 2 unconnected molecules or ions with the total composition C6H8N4 from OMol25. Energies are from wB97M-V/def2-TZVPD.

Atoms and positions in Å:
C 2.49939 -0.99755 0.75992
N -3.13918 2.93715 -0.10452
H -3.28823 3.55658 -2.16309
H -2.31141 1.82006 1.54049
C 0.94553 -2.43039 0.40540
H 2.12452 -4.15109 0.85247
C 3.06380 -2.23166 0.99995
H 2.97609 -0.02016 0.83458
H -0.00139 -2.91358 0.16462
H -1.17073 1.78749 -2.54137
N -1.45116 1.52872 -0.41380
C -2.77619 2.93312 -1.43012
C -1.72833 2.06465 -1.64674
N 1.18200 -1.12818 0.39059
N 2.05561 -3.13390 0.76820
H -0.72384 0.84052 -0.20428
C -2.31979 2.07872 0.48166
H 4.06331 -2.54051 1.30604

Its LUMO energy is 0.61 eV. As for the spin multiplicity: 1. Its SMILES is c1c[nH]cn1.c1c[nH]cn1. The highest occupied orbital energy is -8.452 eV. As for the gap between HOMO and LUMO: 9.1 eV.

=====

2) Here is 2 unconnected molecules or ions with the total composition C6H8N4 from OMol25. Energies are from wB97M-V/def2-TZVPD.

Atoms and positions in Å:
C -3.01115 -0.10197 1.05074
N 1.77400 0.90674 -2.13820
H -3.87213 -0.35936 0.43385
N -1.05305 -0.00975 2.11525
H 1.47878 1.82033 -2.49136
C -1.79838 -0.79977 1.23009
H -1.27129 -1.64425 0.78612
H -0.06116 -0.09180 2.35183
N -2.97533 0.99001 1.90981
H 1.57727 -1.93347 -0.54738
H -1.49129 1.50905 3.41006
C -1.90077 0.81383 2.67719
C 1.81985 -1.05185 -1.14069
H 0.14233 0.32703 -0.79089
C 1.09126 0.06899 -1.26105
H 3.74837 0.42983 -3.10424
C 2.86576 0.14992 -2.52914
N 2.93696 -1.02351 -1.96202

Its LUMO energy is 0.68 eV. As for the spin multiplicity: 1. Its SMILES is c1c[nH]cn1.c1c[nH]cn1. The highest occupied orbital energy is -8.932 eV. As for the gap between HOMO and LUMO: 9.6 eV.

=====

3) Here is 2 unconnected molecules or ions with the total composition C6H8N4 from OMol25. Energies are from wB97M-V/def2-TZVPD.

Atoms and positions in Å:
H -0.02893 -0.59979 1.28764
C -2.45930 1.84453 -1.63653
C 1.47996 -0.92597 2.80054
H 0.30495 0.23490 -1.55531
H 1.51047 -0.01766 3.40233
C -0.49473 0.95369 -1.73408
N 2.03624 -2.99754 1.92953
H 0.79041 -2.83872 0.23214
H -2.28272 3.10749 -3.26357
C 1.20937 -2.34204 1.10729
H 2.59887 -2.40147 4.06276
H 0.06364 2.12772 -3.56376
C -0.57846 1.81978 -2.73856
N -1.68412 1.04737 -0.97724
N -1.85452 2.38728 -2.67665
C 2.14613 -2.11206 3.11441
H -3.52731 1.85302 -1.41886
N 0.77004 -1.14054 1.62789

Its LUMO energy is 0.68 eV. As for the spin multiplicity: 1. Its SMILES is c1c[nH]cn1.c1c[nH]cn1. The highest occupied orbital energy is -8.661 eV. As for the gap between HOMO and LUMO: 9.3 eV.

=====

4) Here is C6H8N4 in the gas phase from OMol25. Energies are from wB97M-V/def2-TZVPD.

Atoms and positions in Å:
C -0.70388 0.80562 0.84882
C 0.59271 2.64753 0.84651
C 1.10840 -0.64973 -0.03924
H -0.86186 -1.78312 0.61569
C -0.03428 -1.95600 -0.02738
C -0.63427 -1.88811 -1.34689
N 1.32740 1.66281 0.42535
H 0.66011 -2.82923 0.24401
H 1.01876 3.59914 1.11719
N -1.77566 -1.23234 -1.36963
H -2.15050 -0.93459 -2.30938
H -0.16099 -2.34455 -2.21782
C -0.73219 2.16351 1.19339
N 0.55782 0.54022 0.43087
H 2.69344 0.05469 -0.36421
N 2.30920 -0.88479 -0.30304
H -1.67248 2.80972 1.43014
H -1.54173 0.21921 0.82562

Its LUMO energy is 0.58 eV. As for the spin multiplicity: 1. Its SMILES is [H]/N=C(/C/C=N/[H])n1cccn1. The highest occupied orbital energy is -9.446 eV. As for the gap between HOMO and LUMO: 10.0 eV.

=====

Stability check: which of them is most stable? 1).